Here is the molecule C4H7O3P from the OMol25 dataset. Energies are from ωB97M-V with the def2-TZVPD basis set.

Geometry as XYZ:
```
15
Properties=species:S:1:pos:R:3:forces:R:3
O 2.9887 -1.1286 0.1956 -2.14 2.51 -1.55
P 1.8919 -0.2199 -0.4293 2.35 -4.71 2.72
C 0.3360 -0.3650 0.6799 -1.31 0.55 -1.11
C -0.3997 1.0924 0.5891 -0.33 -2.46 0.74
C -1.6152 0.6677 -0.3537 -0.13 0.79 -1.58
O -1.9887 -0.7456 -0.2457 3.26 0.92 1.43
C -0.7715 -1.4054 0.1381 -1.13 -2.43 -1.06
O -0.7280 -2.6344 0.0217 0.46 4.05 0.72
H 1.5132 -0.8105 -1.6930 -0.14 1.11 0.38
H 2.3163 1.1472 -0.5508 -0.77 -0.46 -0.17
H 0.5477 -0.7837 1.7188 0.34 0.97 -1.44
H 0.2434 1.8209 0.0024 -0.95 -0.58 1.26
H -0.5990 1.3264 1.6928 -0.11 0.43 -1.94
H -2.5734 1.2775 -0.3646 1.34 -0.73 0.44
H -1.1616 0.7609 -1.4015 -0.76 0.07 1.16
```
Forces are in eV/Å.

The value obtained for the frontier orbital gap is 10.5 eV. The spin multiplicity is 1. The relative energy (zero: lowest compared OMol25 entry of this formula, charge and spin) is 52.03 kcal/mol. The electronic energy comes out at -723.6358 Eh. The structure (SMILES) is O=[PH2][C@H]1CCOC1=O. Its HOMO energy is -10.12 eV. For the LUMO energy, the calculation gives 0.41 eV.